{"formula": "C18H32FGaN3O3SSi", "method": "ωB97M-V with the def2-TZVPD basis set", "orbital_gap_ev": 8.89, "homo_energy_ev": -11.2443, "charge": 1, "elements": ["Ga", "C", "Si", "C", "C", "N", "C", "C", "C", "C", "C", "C", "F", "H", "H", "H", "H", "H", "H", "H", "H", "H", "H", "H", "H", "H", "C", "C", "C", "O", "C", "O", "O", "H", "H", "H", "H", "H", "H", "H", "C", "C", "N", "C", "S", "N", "C", "C", "H", "H", "H", "H", "H", "H", "H", "H", "H", "H", "H", "H"], "coordinates": [[-0.64586, -0.18149, 1.28238], [3.56978, -1.21301, -0.11166], [2.33441, -0.95476, 1.25781], [1.40902, -2.53527, 1.60063], [3.08826, -0.31414, 2.81946], [1.06856, 0.12468, 0.61891], [1.33354, 1.43729, 0.15899], [2.57007, 2.07899, 0.27240], [2.76877, 3.35700, -0.23492], [1.74482, 4.04383, -0.86816], [0.50066, 3.43882, -0.99907], [0.34635, 2.17374, -0.49333], [-0.88035, 1.55796, -0.63444], [3.29814, -2.08824, -0.71011], [4.57178, -1.39385, 0.29159], [3.63550, -0.34598, -0.77498], [2.11150, -3.32533, 1.88096], [0.85590, -2.89225, 0.72672], [0.71508, -2.42883, 2.44078], [3.56718, -1.13645, 3.36027], [2.31208, 0.10164, 3.46644], [3.84755, 0.45210, 2.65001], [3.38474, 1.57098, 0.77336], [3.73886, 3.82333, -0.12386], [1.90518, 5.04083, -1.25535], [-0.32820, 3.93197, -1.49003], [-2.66913, 2.41131, 3.88148], [-2.48154, 1.05844, 3.23571], [-3.75573, 0.22741, 3.21820], [-2.00211, 1.23638, 1.85093], [-1.38038, 0.24619, 3.92554], [-1.27151, 0.23662, 5.11680], [-0.61843, -0.46365, 3.09738], [-3.52908, 2.92909, 3.45101], [-1.77697, 3.02562, 3.75518], [-2.83788, 2.27345, 4.94712], [-4.57173, 0.78277, 2.75109], [-4.04015, -0.01387, 4.24230], [-3.60995, -0.70673, 2.67430], [-2.57819, 1.82674, 1.35154], [0.73962, 0.26288, -3.60970], [0.77036, -1.11516, -2.96520], [-0.03149, -1.19974, -1.73412], [-1.32179, -1.41974, -1.55747], [-1.99345, -1.55189, 0.07317], [-2.22280, -1.62959, -2.51321], [-2.09531, -1.81448, -3.97102], [-1.78586, -3.25392, -4.34855], [1.27602, 0.24283, -4.55923], [1.21386, 1.00341, -2.96577], [-0.28682, 0.58597, -3.79898], [1.78363, -1.37497, -2.66287], [0.45332, -1.88869, -3.65370], [0.46399, -0.87847, -0.89965], [-3.12899, -1.87306, -2.14223], [-1.35251, -1.12983, -4.35882], [-3.04945, -1.50193, -4.38935], [-0.79069, -3.54851, -4.01100], [-1.83105, -3.37109, -5.43133], [-2.51116, -3.93737, -3.90438]]}

=====

{"formula": "C18H32N4NiTe", "method": "ωB97M-V with the def2-TZVPD basis set", "orbital_gap_ev": [8.38, 7.26], "homo_energy_ev": [-14.0681, -14.0723], "multiplicity": 3, "charge": 2, "elements": ["Ni", "C", "C", "N", "C", "C", "N", "C", "C", "C", "N", "C", "C", "N", "C", "H", "H", "H", "H", "H", "H", "H", "H", "H", "H", "H", "H", "H", "H", "H", "H", "H", "H", "H", "H", "H", "H", "H", "H", "C", "Te", "C", "C", "C", "C", "C", "C", "C", "H", "H", "H", "H", "H", "H", "H", "H"], "coordinates": [[0.85628, -0.34528, 0.14857], [4.17105, 0.19294, 1.11999], [3.45069, 1.16328, 0.14621], [2.60861, 0.38363, -0.81993], [2.18794, 1.06760, -2.02953], [0.96694, 0.31651, -2.63667], [-0.16295, 0.11061, -1.63980], [-1.13458, -0.92853, -2.13289], [-0.61245, -2.33964, -2.21815], [-0.30806, -3.06188, -0.92031], [0.96580, -2.47237, -0.31934], [1.43464, -3.18798, 0.86642], [2.62180, -2.46950, 1.51689], [2.16191, -1.16050, 1.95344], [3.29046, -0.24232, 2.27188], [5.11364, 0.58814, 1.56112], [4.63347, -0.63324, 0.57126], [4.17668, 1.79896, -0.34552], [2.78018, 1.78059, 0.77826], [3.15760, -0.48807, -1.12100], [2.98315, 1.26918, -2.79369], [1.83131, 2.06893, -1.65214], [1.25645, -0.63082, -2.94355], [0.55817, 0.92420, -3.46106], [-0.72468, 0.95594, -1.60866], [-1.45420, -0.71562, -3.14217], [-2.02608, -0.95810, -1.51182], [0.20058, -2.46294, -2.91911], [-1.47821, -2.95105, -2.65297], [-0.03328, -4.10250, -1.16421], [-1.13226, -3.02997, -0.22458], [1.72620, -2.65631, -0.99103], [1.57181, -4.22710, 0.54627], [0.61954, -3.28395, 1.57349], [3.29591, -2.37465, 0.60059], [3.09411, -3.09916, 2.32281], [1.61499, -1.17151, 2.82363], [3.86186, -0.74227, 3.02012], [2.85199, 0.58579, 2.83820], [-1.65806, 3.13984, 0.71208], [-0.59786, 1.52459, 1.72045], [-2.57996, 0.70750, 2.00611], [-3.46122, 1.46011, 1.09093], [-4.69729, 0.93231, 0.81302], [-5.66554, 1.80807, 0.33008], [-5.41681, 3.15810, 0.17287], [-4.14043, 3.64713, 0.27481], [-3.12701, 2.75376, 0.66911], [-1.23095, 3.18353, -0.26735], [-1.38994, 3.96321, 1.29187], [-2.83716, 0.80250, 3.05939], [-2.60560, -0.34096, 1.71889], [-4.81793, -0.14265, 0.99247], [-6.66257, 1.52213, 0.21977], [-6.20768, 3.74416, -0.17498], [-3.88102, 4.66559, -0.04055]]}

=====

{"formula": "C18H32N4O2", "method": "ωB97M-V with the def2-TZVPD basis set", "orbital_gap_ev": 8.72, "homo_energy_ev": -8.9924, "smiles": "CCc1ccc2nccnc2c1.COC[C@@H](C)N.COC[C@@H](C)N", "elements": ["C", "C", "C", "C", "C", "C", "N", "C", "C", "N", "C", "C", "H", "H", "H", "H", "H", "H", "H", "H", "H", "H", "C", "C", "C", "O", "C", "N", "H", "H", "H", "H", "H", "H", "H", "H", "H", "H", "H", "C", "C", "C", "O", "C", "N", "H", "H", "H", "H", "H", "H", "H", "H", "H", "H", "H"], "coordinates": [[-0.28777, -2.25259, -3.54184], [0.88691, -1.31530, -3.22112], [0.90463, -1.05731, -1.73728], [1.44828, -2.06139, -0.88945], [1.44777, -1.87919, 0.46902], [0.91517, -0.70824, 1.05272], [0.91833, -0.58349, 2.40967], [0.38154, 0.51511, 2.86076], [-0.13491, 1.51729, 2.01815], [-0.15190, 1.44183, 0.71530], [0.37585, 0.28565, 0.22174], [0.38327, 0.08131, -1.17945], [-0.38034, -2.45328, -4.60255], [-0.17967, -3.16615, -2.96317], [-1.19289, -1.77499, -3.17547], [0.74986, -0.36442, -3.72797], [1.82790, -1.77556, -3.50430], [1.85056, -2.95423, -1.33921], [1.83920, -2.65328, 1.11129], [0.34701, 0.66602, 3.92970], [-0.54234, 2.40888, 2.47436], [-0.05138, 0.84195, -1.81222], [-3.31997, -3.85863, 3.43223], [-2.27128, -3.21446, 2.53055], [-1.77472, -4.13135, 1.40204], [-0.85341, -5.12580, 1.80764], [-1.42871, -6.30077, 2.34582], [-1.17080, -2.71021, 3.35575], [-2.87798, -4.57772, 4.12167], [-3.81305, -3.09677, 4.03575], [-4.08627, -4.37126, 2.84637], [-2.74327, -2.35363, 2.04564], [-1.23148, -3.51324, 0.68095], [-2.61578, -4.58874, 0.86351], [-2.37325, -6.54791, 1.85256], [-1.59056, -6.20999, 3.42268], [-0.72529, -7.11667, 2.18019], [-0.52399, -2.19822, 2.75882], [-0.63189, -3.51294, 3.67075], [-0.27272, 5.69562, -1.77559], [0.60805, 4.46452, -1.58741], [1.92536, 4.75240, -0.85470], [2.91854, 5.38155, -1.64303], [2.80967, 6.78829, -1.74457], [0.82965, 3.83089, -2.89154], [0.10077, 6.35077, -2.56279], [-1.28067, 5.39413, -2.05999], [-0.34341, 6.27457, -0.85238], [0.05208, 3.75682, -0.96547], [2.35890, 3.79444, -0.55434], [1.74919, 5.32592, 0.06509], [2.43576, 7.23035, -0.81651], [2.16369, 7.08119, -2.57586], [3.80708, 7.18155, -1.94049], [1.32919, 2.95628, -2.75304], [1.48547, 4.41037, -3.40899]]}

=====

Values for energy above the lowest of the compared OMol25 structures with the same formula, charge and spin, kJ/mol, ordered as above
0.0 0.0 317.9
Values for molecular weight, g mol⁻¹, ordered as above
487.3 490.8 336.5